# 1
The following is a quantum chemistry calculation of a 11-piece molecular cluster, C28H83N13O11 overall in a non-equilibrium geometry, from the Open Molecules 2025 dataset.

## Properties
Highest occupied orbital energy, eV: -9.13
SMILES: COC[C@H](C)N.COC[C@H](C)N.COC[C@H](C)N.COC[C@H](C)N.COC[C@H](C)N.NC(N)=O.NC(N)=O.NC(N)=O.NC(N)=O.CCO.CCO
E, eV: -72276.9456

Structure (XYZ):
```
135
Properties=species:S:1:pos:R:3:forces:R:3
C 6.722951 11.811490 10.159477 -0.5 -0.4 -1.0
O 7.016013 10.482067 9.648213 -1.4 0.9 0.8
C 8.333883 10.300499 9.327120 1.0 -0.5 -0.8
C 8.523060 9.008903 8.521818 -0.6 0.8 -0.2
C 7.817866 7.799815 9.134104 -0.3 0.4 -0.6
N 9.948497 8.898139 8.318010 1.4 -1.3 -0.3
H 6.632503 12.539197 9.300984 0.3 -0.6 0.9
H 7.542255 12.104042 10.829305 -0.4 0.2 0.1
H 5.719161 11.783015 10.655450 1.1 -0.1 -0.2
H 8.747684 11.142143 8.745248 -0.2 0.0 -0.1
H 9.003762 10.176744 10.186040 -0.1 0.2 0.5
H 8.149158 9.186762 7.496579 -0.4 -0.1 0.5
H 6.742010 8.015847 9.249117 0.5 -0.2 0.1
H 8.268401 7.448020 10.047145 0.1 0.3 0.7
H 7.946712 6.970165 8.460515 -0.2 -0.4 -0.5
H 10.440840 8.414305 9.097906 -0.6 0.5 -0.5
H 10.072075 8.292954 7.490078 0.3 0.5 0.6
C 11.889047 17.046143 8.207658 -0.1 -0.3 -0.3
O 13.226080 17.376585 8.499973 0.7 -0.7 -0.1
C 13.974718 16.188537 8.812581 -1.1 -0.3 0.5
C 13.427033 15.564338 10.110335 0.5 -1.2 -0.8
C 13.369728 16.516551 11.203651 0.1 3.8 0.3
N 14.212799 14.409304 10.488473 1.7 -1.1 0.9
H 11.359926 17.936979 7.903160 0.0 0.3 -0.3
H 11.317513 16.667818 9.073989 0.4 -0.1 -0.3
H 11.899879 16.311599 7.377876 -0.4 0.1 0.3
H 13.933190 15.380248 8.059375 -0.3 0.6 -0.2
H 15.025090 16.416300 8.948153 0.1 0.6 0.1
H 12.431331 15.136299 9.942336 0.1 0.2 -0.2
H 12.623974 17.326627 11.017035 0.5 -0.5 0.0
H 14.320658 17.068262 11.325053 -0.1 -0.2 -0.3
H 13.163541 16.190863 12.177246 -0.5 -1.3 1.2
H 14.085141 13.680059 9.799768 0.1 -0.2 -0.3
H 15.244031 14.524394 10.678061 -1.6 0.4 -0.6
C 10.622173 17.861209 13.654876 -0.5 -0.8 0.5
O 10.215091 18.625923 12.545797 0.3 0.0 -0.3
C 9.305579 17.923799 11.698921 0.0 -0.9 1.7
C 9.359589 18.429590 10.321888 0.1 1.2 -1.3
C 8.715998 19.813602 10.251136 0.5 0.8 -1.1
N 8.728936 17.514669 9.368115 1.3 -0.5 0.3
H 9.769401 17.770485 14.347764 0.4 0.0 0.2
H 11.531362 18.194481 14.162329 -0.4 1.0 -0.2
H 10.929919 16.842698 13.398948 -0.3 -0.2 -0.5
H 9.576732 16.870351 11.716985 0.2 -0.4 -0.1
H 8.269555 17.932704 12.062732 -0.1 0.3 0.4
H 10.439364 18.554705 10.118563 -0.3 -0.1 -0.4
H 9.187255 20.441081 11.005213 0.0 0.1 0.1
H 7.648359 19.775456 10.472013 -0.1 -0.1 0.0
H 8.855842 20.349456 9.256614 -0.2 -0.9 1.1
H 9.031234 16.541906 9.585930 -0.8 1.1 -0.3
H 7.727697 17.636213 9.322314 0.0 -0.4 0.2
C 9.396040 8.690015 17.519146 -0.4 0.8 0.7
O 10.788513 8.519240 17.600012 -0.2 0.5 0.6
C 11.332197 7.582483 16.735418 0.3 -0.3 0.0
C 12.813141 7.863698 16.521269 0.2 1.1 1.1
C 12.997870 9.313907 16.048019 -0.3 -0.9 0.5
N 13.327329 6.897862 15.557291 0.3 0.5 -0.1
H 9.159661 9.564587 18.153186 0.1 -0.4 -0.3
H 8.809549 7.851607 17.897844 0.2 -0.3 0.1
H 9.027007 8.905027 16.517845 0.3 0.0 -0.4
H 11.197702 6.581329 17.164462 -0.1 -0.2 -0.3
H 10.858909 7.677363 15.768273 -0.4 -0.3 -0.5
H 13.330995 7.804149 17.510479 -0.4 -0.3 -0.5
H 12.178252 9.853016 16.491419 0.0 0.6 0.3
H 12.825184 9.329643 14.986762 0.4 0.3 -0.7
H 13.948532 9.721267 16.405609 -0.1 0.1 -0.5
H 14.338848 6.975968 15.576841 0.1 0.0 -0.3
H 13.140714 6.002173 15.951828 -0.1 -1.1 0.1
C 5.634612 12.749193 14.389652 -0.8 -0.1 -0.9
O 6.930925 13.146817 14.742594 -0.3 1.6 1.3
C 6.734349 13.985773 15.938418 -0.7 -0.9 -0.6
C 8.065608 14.386792 16.550292 -0.9 1.0 0.6
C 9.012597 13.232625 16.692135 1.3 -0.5 -0.4
N 7.737306 15.015997 17.868918 0.9 0.2 -0.1
H 5.688676 12.210877 13.441444 0.1 -0.1 0.1
H 4.910648 13.606088 14.205971 0.9 -0.7 0.5
H 5.251998 12.077201 15.172393 -0.3 0.1 -0.2
H 6.052179 14.847067 15.664114 1.1 -0.7 0.2
H 6.158668 13.350374 16.629063 0.2 0.2 0.2
H 8.433420 15.134327 15.831603 0.6 -0.1 0.2
H 10.016381 13.510872 17.092262 -0.8 0.0 0.0
H 9.209719 12.884425 15.692049 0.2 -0.1 -0.5
H 8.670328 12.307606 17.171202 -0.4 0.6 0.5
H 7.100030 15.775873 17.680912 -0.3 0.2 0.1
H 8.554071 15.480271 18.328648 -0.7 -0.8 -0.8
N 9.494847 14.119732 9.264571 -0.3 0.5 -0.9
C 8.463419 14.648807 8.486679 0.0 -1.2 -0.2
N 8.826032 14.857245 7.154076 -0.7 0.0 1.0
O 7.302719 14.837528 8.843894 0.7 0.1 0.7
H 9.439298 13.973364 10.283288 0.0 -0.2 -0.8
H 10.303966 13.742564 8.740485 -0.8 0.4 0.8
H 8.090146 15.408668 6.703920 0.7 -0.2 0.1
H 9.748322 15.241980 7.156068 0.5 0.4 -0.8
N 6.840994 14.545116 12.033862 1.7 0.6 -0.8
C 6.204447 15.727399 12.435973 0.4 -2.3 0.8
N 5.426827 16.345136 11.483134 0.4 2.5 0.1
O 6.230221 15.966862 13.628704 -0.4 1.4 -0.1
H 7.607829 14.359083 12.701747 -1.0 -0.1 -0.2
H 7.277358 14.594087 11.099756 -0.8 -0.1 0.2
H 5.772179 16.259641 10.540591 0.1 -0.7 -0.3
H 5.429078 17.373831 11.669593 -0.5 -1.2 0.1
N 11.524190 11.652105 7.063392 -0.2 0.5 1.6
C 12.114749 12.105224 8.233833 2.9 0.0 -2.8
N 11.792945 11.423847 9.358034 -2.3 -0.9 1.1
O 13.081804 12.932181 8.116132 -2.4 -1.0 1.2
H 10.842719 10.921620 7.228060 0.1 -0.2 -0.8
H 11.956816 11.898475 6.177210 -0.4 -0.3 0.6
H 11.954593 11.957415 10.220626 -0.2 -0.7 -0.4
H 10.963261 10.668829 9.375027 2.5 2.3 -0.3
N 13.138736 8.349188 12.190835 -1.0 -0.5 0.6
C 11.845454 7.897262 12.001564 1.5 -0.3 0.5
N 11.302228 7.184289 13.006286 0.5 -0.7 1.6
O 11.258040 8.111559 10.968321 -0.9 0.6 -1.2
H 13.492013 8.930938 11.484781 0.5 0.6 -0.9
H 13.764867 7.988933 12.877163 0.0 -0.1 0.4
H 11.877225 6.895357 13.838682 -0.9 0.5 -1.2
H 10.370875 6.831485 12.827125 0.4 0.0 0.2
C 13.037694 14.523892 15.016268 0.4 0.0 -0.9
C 13.833270 13.659342 13.993175 -1.4 0.5 0.0
O 13.062855 13.474265 12.790183 0.8 0.1 0.0
H 13.031603 15.554336 14.707043 0.1 0.6 -0.5
H 13.563496 14.551430 15.944457 0.2 -0.3 0.9
H 11.974820 14.322467 15.174626 0.3 -0.8 -0.1
H 14.115202 12.700906 14.417660 -0.2 -0.3 0.1
H 14.775693 14.143727 13.746976 0.1 0.3 0.0
H 13.625504 13.780479 12.005514 -0.6 -0.2 0.3
C 9.841168 11.067282 12.879160 -1.4 0.8 1.5
C 10.076751 12.577041 13.112003 -2.4 -1.1 -0.6
O 10.328336 13.230732 11.864804 1.6 0.4 0.7
H 10.687173 10.604560 12.413613 0.4 -0.5 -0.3
H 8.892530 10.926493 12.284128 1.1 0.0 0.6
H 9.660993 10.657616 13.922082 0.2 0.0 -1.2
H 10.851206 12.769445 13.822342 0.7 0.1 0.3
H 9.120151 12.951413 13.533758 0.6 0.1 -0.2
H 11.288415 13.443689 12.006583 -0.7 0.2 -0.6
```
Forces are in eV/Å.

---

# 2
The following is a quantum chemistry calculation of C28H84B2F8N7O7 as an isolated structure in a non-equilibrium geometry, from the Open Molecules 2025 dataset.

## Properties
Charge: +5
Highest occupied orbital energy, eV: -20.20
E, eV: -78149.0693

Structure (XYZ):
```
136
Properties=species:S:1:pos:R:3:forces:R:3
B -3.611205 -0.321586 -0.009233 -10.2 -1.4 -2.2
F -4.088394 -0.225598 -1.320521 0.1 -0.9 1.9
F -2.297917 0.009708 0.111248 -8.5 0.4 -1.1
F -4.387036 0.399361 0.803455 -0.5 -0.2 1.8
F -3.747594 -1.626111 0.363843 -10.5 0.2 -9.5
B 0.424796 -0.055748 -0.055764 -3.7 -3.3 1.6
F 0.011921 -0.453366 1.261686 -1.7 2.3 -10.1
F 1.049522 -1.192925 -0.593401 -7.6 5.5 4.0
F -0.698343 0.397468 -0.624477 11.9 8.8 11.5
F 1.322219 0.915636 0.095165 2.7 -6.9 -6.4
C -3.394175 3.825094 1.012161 -0.9 -0.9 -1.8
C -3.206603 2.572651 0.146720 -1.6 1.9 0.8
C -3.141045 2.828341 -1.383486 -0.1 0.8 1.5
O -3.002420 1.571122 -1.893971 1.2 1.4 -2.7
C -3.126380 1.463169 -3.341571 0.2 -0.5 -0.7
N -2.015450 1.860474 0.724960 1.2 5.0 0.1
H -1.170475 2.401208 0.607749 -0.3 -0.4 -0.8
H -2.080092 1.719196 1.722945 -0.8 0.1 0.5
H -1.995370 0.988459 0.215756 1.4 5.8 1.5
H -2.560406 4.507686 0.847846 -0.7 -1.9 -1.7
H -3.469676 3.680589 2.089899 0.1 -0.6 -0.1
H -4.281538 4.397162 0.741154 -0.1 -0.1 -0.2
H -3.935850 1.782814 0.326893 -0.3 1.9 -0.5
H -2.350530 3.520347 -1.673840 0.6 0.3 0.0
H -4.045732 3.277937 -1.792757 -0.4 0.3 0.7
H -2.287936 1.790297 -3.956470 0.9 0.6 0.7
H -3.927527 1.988643 -3.861328 -0.7 -0.1 0.9
H -3.160362 0.393936 -3.550542 -1.0 0.0 -0.2
C 1.802389 3.830191 3.311794 -0.7 0.9 1.0
C 0.802572 3.045526 2.505788 0.3 -0.1 -0.3
C -0.367776 3.867391 1.934382 -0.8 0.8 0.4
O -1.168486 4.406070 2.953607 -0.1 -1.7 1.1
C -2.087900 5.445647 2.591659 1.9 2.9 -0.8
N 1.480122 2.194818 1.384132 -6.4 8.3 7.5
H 0.830883 1.864349 0.684585 -1.2 3.7 3.1
H 2.182628 2.694993 0.858380 -1.0 1.0 0.8
H 1.955179 1.434150 1.848688 -0.8 0.8 -0.1
H 1.298973 4.191959 4.208349 -0.2 -0.2 0.2
H 2.110446 4.774133 2.862166 0.3 -0.2 -0.5
H 2.658009 3.250021 3.657364 -1.1 0.6 0.6
H 0.437628 2.224522 3.122949 -0.6 0.2 0.5
H -1.043173 3.224026 1.370461 1.5 2.0 1.2
H -0.071408 4.676557 1.266906 0.7 0.2 -0.2
H -2.905243 5.699152 3.266776 0.4 -0.8 0.5
H -2.483341 5.318956 1.583848 0.6 1.9 2.3
H -1.415812 6.299009 2.501329 -0.4 0.7 0.3
C -2.178985 -1.513943 1.430663 6.9 1.3 14.6
C -1.821690 -1.222852 2.942491 -0.9 -4.0 -1.0
C -1.739810 -2.685006 3.551885 -0.7 1.4 2.8
O -1.070127 -2.545110 4.807058 1.6 0.5 -0.3
C -0.844449 -3.687873 5.668156 -0.9 -0.5 -0.7
N -0.441054 -0.538503 3.004423 -2.0 0.7 7.3
H -0.483000 0.337487 2.503451 -0.4 -0.2 0.9
H -0.168171 -0.181368 3.908907 -0.3 -1.1 1.6
H 0.221421 -1.212919 2.648896 -0.7 0.0 1.8
H -2.120467 -0.526210 0.973415 2.0 -7.6 9.7
H -3.175442 -1.872558 1.172672 3.2 -2.2 6.9
H -1.462422 -2.127955 0.885106 -0.4 2.4 7.4
H -2.538237 -0.639284 3.520511 0.3 0.2 0.1
H -1.458923 -3.518479 2.908066 1.0 0.3 -0.4
H -2.750168 -2.960447 3.854201 -0.6 0.2 -0.6
H -1.798870 -4.206475 5.758825 0.0 -0.2 0.2
H -0.515632 -3.389049 6.663493 -0.1 0.4 -0.3
H -0.123148 -4.385521 5.242574 0.1 0.1 -0.1
C 3.845845 -2.048925 0.475547 0.9 0.4 0.4
C 3.450938 -0.824412 1.266032 0.7 1.7 -0.3
C 3.811919 0.497730 0.528591 1.0 0.2 0.2
O 3.378436 1.708438 1.179242 6.3 -4.8 -0.5
C 4.112081 2.047772 2.306838 1.1 1.0 1.7
N 1.937874 -0.791317 1.500416 6.1 -2.5 2.2
H 1.702813 -0.263093 2.328563 0.3 0.5 0.0
H 1.383505 -0.640535 0.669725 4.9 -2.2 3.4
H 1.672581 -1.728951 1.766024 0.2 -0.9 0.2
H 3.595910 -1.967824 -0.582308 0.0 0.4 2.0
H 3.321136 -2.874398 0.956561 1.1 0.0 0.0
H 4.913895 -2.261377 0.428371 0.2 0.3 0.9
H 3.902283 -0.832187 2.258164 0.1 -0.1 0.0
H 3.348287 0.565968 -0.455536 0.3 -0.5 0.3
H 4.884490 0.594361 0.360201 0.2 -0.5 0.1
H 3.545382 2.829289 2.812983 1.1 -0.3 -1.0
H 5.084200 2.457200 2.032136 0.2 -0.4 0.3
H 4.108176 1.252867 3.052643 0.7 -0.3 -0.1
C -1.310339 -2.466069 -0.402023 0.3 -3.6 -4.7
C -1.820478 -1.929577 -1.698541 0.5 -0.5 -3.0
C -3.134191 -2.547317 -2.107812 -2.0 -0.4 -0.8
O -3.644601 -1.985296 -3.329214 2.4 0.6 1.1
C -4.832539 -2.532530 -3.853556 -1.2 0.1 0.7
N -1.757497 -0.404777 -1.703160 -3.1 -8.7 -14.0
H -2.234789 -0.027395 -0.897011 0.9 -0.7 -9.1
H -0.793181 -0.131841 -1.577889 -2.2 -4.0 -6.8
H -2.091042 0.076418 -2.526145 -0.4 -1.5 -0.6
H -2.144925 -2.616611 0.282735 -0.2 -2.2 -3.4
H -0.567935 -1.876457 0.135836 -0.2 -0.9 -1.9
H -0.901755 -3.475879 -0.440205 0.0 -0.2 -0.9
H -1.167825 -2.325535 -2.476587 -0.2 0.7 -0.1
H -3.784894 -2.437419 -1.240295 -0.6 -0.5 -1.3
H -3.050901 -3.611639 -2.327783 0.7 -0.3 0.5
H -5.485814 -2.773611 -3.014975 -0.4 0.2 0.0
H -4.781370 -3.459099 -4.425367 0.7 0.1 -0.3
H -5.246850 -1.703321 -4.427021 -0.3 -0.5 -0.2
C 1.041594 -1.923833 -2.899927 0.5 0.2 -1.5
C 2.084034 -2.124247 -1.817524 3.8 -1.0 -3.3
C 1.797148 -3.272874 -0.922139 -1.4 -2.1 0.8
O 1.875377 -4.533446 -1.558731 -0.4 0.8 2.1
C 1.514538 -5.545874 -0.527443 0.5 -1.5 -2.0
N 3.502184 -2.282064 -2.405362 0.0 -1.7 0.0
H 3.446809 -2.735390 -3.306204 0.6 -0.7 -0.2
H 3.946802 -1.377384 -2.468551 0.3 0.1 -0.5
H 4.122155 -2.813724 -1.811157 0.1 -1.0 -0.1
H 0.815860 -2.848098 -3.431808 -0.5 -0.4 0.6
H 1.367949 -1.305826 -3.736387 -0.4 -0.3 0.9
H 0.162764 -1.408693 -2.512142 0.6 -0.7 -0.4
H 2.235373 -1.209887 -1.243815 2.9 -1.7 -2.8
H 0.802970 -3.072528 -0.522669 0.0 -0.9 -0.8
H 2.315632 -3.289920 0.036501 0.0 -0.5 -1.2
H 0.600599 -5.417519 0.052513 -0.2 0.7 -0.5
H 2.298435 -5.843578 0.168959 0.5 0.7 -0.1
H 1.408847 -6.397794 -1.199137 -0.4 -0.3 0.5
C 2.683505 2.855455 -1.048100 -0.2 -1.4 -1.0
C 2.116535 2.030088 -2.220069 0.2 1.5 -0.6
C 2.899360 0.822313 -2.779523 0.1 0.0 0.0
O 2.276833 0.377689 -3.923779 -0.8 0.6 -0.7
C 2.932143 -0.660292 -4.660425 0.8 0.2 -0.6
N 0.620213 1.692803 -1.906871 1.9 0.6 -2.3
H -0.003434 2.487228 -1.899324 -0.1 0.8 -0.5
H 0.305550 1.057852 -2.626536 -0.2 -0.1 -1.1
H 0.489347 1.207797 -1.030665 0.6 2.9 -3.1
H 2.785051 2.206705 -0.178090 0.3 1.4 -2.2
H 1.978987 3.676369 -0.914440 0.4 0.4 0.2
H 3.709289 3.171908 -1.237126 -0.2 0.5 -0.4
H 2.051747 2.757298 -3.029437 -0.2 -0.3 -0.4
H 2.970285 -0.007072 -2.075824 -0.2 0.3 0.3
H 3.934753 1.050396 -3.032557 0.3 0.9 0.3
H 3.860575 -0.352063 -5.141158 -0.1 0.6 -0.1
H 2.216650 -0.968368 -5.422830 0.3 -0.1 0.0
H 3.211796 -1.477448 -3.995479 -0.7 1.2 -1.8
```
Forces are in eV/Å.